Entry from OMol25: C43H75NO16 in the gas phase (the ωB97M-V functional and the def2-TZVPD basis).

The total charge is 0. Its LUMO energy is 0.62 eV. The energy above the lowest of the compared OMol25 structures with the same formula, charge and spin comes out at 6.4 kJ/mol. For the highest occupied orbital energy, the calculation gives -8.47 eV. The value obtained for the frontier orbital gap is 0.3340 Eh.

Atoms and positions in Å:
O: -1.7476 3.7641 -1.5037
O: -3.3255 -2.3105 2.5742
O: 1.6712 -0.3270 0.2276
O: -0.7455 -2.9469 -0.3875
O: 1.3029 4.7731 -1.8265
O: 3.1264 -0.1219 -1.5729
O: -0.3053 -5.8593 -0.3082
O: -1.3969 0.5544 -2.8203
O: -2.1408 0.8719 -0.6326
O: 2.8557 4.0436 1.0448
O: -3.9271 -2.6870 0.4381
O: -2.6304 -5.6243 3.9557
O: -0.4407 3.9281 -3.9126
O: -2.4574 -5.7476 1.3647
O: 3.6166 2.5993 -0.4983
O: 0.9120 6.9375 -1.3607
N: 4.5677 0.7404 2.3280
C: 0.5011 -2.3084 -0.6254
C: 3.9200 4.8804 -0.9508
C: -0.1762 -5.1140 1.9517
C: 1.5356 -2.9890 0.2900
C: 0.8802 -2.4173 -2.1007
C: 0.2974 -5.1977 0.5114
C: 4.8058 -1.7687 -1.9798
C: -4.5189 0.1824 0.6284
C: -0.3804 0.8024 1.5565
C: -2.4289 3.2698 -2.6516
C: -1.6727 -4.7202 1.9274
C: -3.2262 -0.4821 1.1049
C: -1.4266 -3.5904 4.2303
C: 4.4997 0.8058 0.8836
C: -1.2929 2.8604 -3.6257
C: -5.9972 -3.1960 3.7713
C: -0.4347 6.8732 -1.8529
C: 4.6891 -0.5748 0.2526
C: -3.5285 -1.9589 1.3090
C: 2.7533 -5.0644 0.9875
C: -2.4820 3.9450 -0.3165
C: -0.6986 -0.4808 0.7911
C: 1.6008 -4.5130 0.1431
C: 0.0323 -6.4761 2.6246
C: 3.0522 6.1303 -0.8773
C: -3.6389 -3.6450 2.9949
C: 3.2286 1.4773 0.2966
C: 4.4761 -0.4682 -1.2537
C: -2.3170 -4.4162 3.3068
C: -0.5302 1.6716 -3.0146
C: -2.0660 -0.3532 0.0809
C: -2.4986 0.7845 -1.9864
C: 3.3834 3.8182 -0.0131
C: 0.4070 -0.7852 -0.2498
C: -3.2961 2.0275 -2.4027
C: 2.3858 0.5521 -0.5983
C: -0.4920 7.2631 -3.3234
C: 4.9683 1.9911 2.9412
C: 3.4006 0.1892 2.9914
C: 0.6004 1.2181 -3.9273
C: -3.2813 4.3767 -3.2872
C: -4.5789 -3.5547 4.1959
C: 1.6633 5.8475 -1.4137
H: -2.9142 -6.2320 3.2549
H: 3.6952 -4.6481 0.6364
H: 4.2277 -2.5923 -1.5690
H: -4.0553 2.2304 -1.6484
H: -0.1372 2.0099 -2.0439
H: -6.6437 -3.1141 4.6417
H: 0.3806 -4.3428 2.4818
H: 1.2445 0.5010 -3.4263
H: -1.9822 -3.3436 5.1296
H: 2.8063 -6.1471 0.8988
H: -0.3070 1.6372 0.8647
H: 0.9669 -3.4582 -2.4059
H: -0.9879 7.5872 -1.2381
H: 4.5648 -1.6677 -3.0343
H: -0.5547 -4.1665 4.5242
H: -0.3886 -6.4613 3.6261
H: 3.4859 6.9514 -1.4490
H: -3.8000 1.7898 -3.3404
H: -0.8260 5.8630 -1.7029
H: -1.1277 -3.2347 -1.2240
H: 1.0905 -6.7166 2.6884
H: -2.1758 -1.1780 -0.6310
H: -4.1988 -2.7933 4.8783
H: 0.1540 -0.2315 -1.1587
H: -6.0068 -2.2439 3.2445
H: 0.0421 8.1971 -3.4833
H: 4.2406 2.8014 2.7892
H: 0.1130 -1.9370 -2.7079
H: -4.8705 -0.2913 -0.2850
H: 3.7233 -0.2784 3.9232
H: -2.6353 5.2086 -3.5521
H: 5.9304 2.3013 2.5342
H: -3.7629 4.0075 -4.1878
H: 1.8236 -1.9090 -2.2791
H: -0.4671 -7.2542 2.0519
H: -6.4026 -3.9573 3.1088
H: -1.7455 -3.8128 1.3148
H: 1.1876 2.0834 -4.2204
H: -4.3498 1.2392 0.4448
H: 5.3459 1.4266 0.5609
H: 2.9253 -0.5584 2.3635
H: 2.6362 -4.8014 2.0355
H: 2.6548 0.9576 3.2362
H: 2.9495 6.4534 0.1607
H: 2.5799 1.8365 1.1022
H: -2.9345 -0.0529 2.0644
H: -0.0504 6.4850 -3.9411
H: -2.0263 -5.9945 0.5287
H: 0.5596 0.6942 2.0875
H: 0.0482 4.1474 -3.0986
H: -1.1201 -2.6733 3.7365
H: 1.7976 -4.7659 -0.9041
H: -0.7674 -1.3191 1.4904
H: 5.8641 -1.9915 -1.8770
H: -4.1388 -4.1637 2.1674
H: 5.1214 0.3347 -1.6468
H: 0.1777 0.7544 -4.8150
H: -3.1316 -0.1047 -2.1412
H: -1.7366 2.5559 -4.5806
H: -3.3908 4.5350 -0.4762
H: 1.2966 -2.7242 1.3208
H: 4.9405 5.1145 -0.6404
H: 3.9740 -1.2788 0.6736
H: -4.0489 4.7216 -2.5986
H: 2.5172 -2.5834 0.0561
H: -4.5672 -4.5176 4.7069
H: -1.5276 7.3990 -3.6220
H: 5.0841 1.8272 4.0115
H: 1.6863 1.1880 -1.1625
H: 5.6955 -0.9338 0.4649
H: -2.7344 2.9863 0.1422
H: 3.9423 4.4709 -1.9600
H: -5.2890 0.0803 1.3902
H: -1.1620 1.0228 2.2779
H: -1.8182 4.4915 0.3533



Entry from OMol25: 5 unconnected molecules or ions with the total composition C43H80ClN2O8 in a non-equilibrium geometry (the ωB97M-V functional and the def2-TZVPD basis).

The total charge is +1. Its LUMO energy is -3.88 eV. For the highest occupied orbital energy, the calculation gives -10.95 eV. The value obtained for the frontier orbital gap is 0.2597 Eh.

Atoms and positions in Å:
Cl: -0.7617 3.0123 0.9614
O: -3.0020 4.0014 3.2008
O: -4.4888 3.3345 4.9278
O: -2.8920 -3.4110 -5.4574
O: 2.9673 -5.1988 0.4648
O: -4.3273 -1.0590 6.5873
O: 3.4600 -0.1944 -2.2985
O: 2.7433 1.6111 -1.0701
O: 3.3995 -1.8457 -7.1365
N: 4.5255 -1.6341 2.8355
N: 3.7534 1.2264 2.0653
C: -3.8886 -1.7714 8.9015
C: 2.1392 1.4862 0.2391
C: 0.7452 5.8325 -0.3449
C: 4.8392 -4.4293 -0.9363
C: -2.6876 -3.5357 -6.8597
C: 3.9417 -0.6255 -6.6504
C: 4.2290 -4.5442 0.4507
C: 3.1527 -0.0275 -5.4977
C: -3.8325 -4.3026 -4.8719
C: 3.2158 2.4457 2.1663
C: -1.7258 -0.7088 -3.2359
C: -1.0651 6.6552 1.4938
C: 0.9980 1.6973 4.5018
C: 2.4740 0.4760 -1.8909
C: -1.5261 0.7435 -2.7225
C: 0.7148 2.9060 2.0961
C: -3.4624 -5.7677 -5.0315
C: 1.0100 0.0666 -2.3419
C: -0.0917 1.1522 -2.2755
C: 3.8220 -7.4823 0.8038
C: -3.9150 1.5596 3.2998
C: 3.2778 -1.8055 2.4378
C: 1.8100 5.5296 0.8152
C: -0.6157 -1.7863 -3.2940
C: 1.9258 -0.8553 -8.8401
C: -5.4540 -0.2385 6.8744
C: 2.5724 -1.0342 1.2384
C: -3.5681 5.7683 1.4466
C: -3.8455 3.0632 3.8925
C: -3.3507 -1.1722 7.6130
C: 0.4713 1.5729 2.9790
C: 2.5791 4.1656 0.4474
C: 2.9452 -6.5418 -0.0041
C: -3.7409 5.2378 2.9607
C: 2.3729 -2.9255 3.1846
C: -5.0939 1.2088 7.1594
C: -2.6353 7.0718 1.4724
C: 2.0763 -1.7887 -7.6515
C: 0.7961 -1.3905 -2.8165
C: -0.4103 6.8740 0.0452
C: -3.9409 -3.2896 -7.6810
C: 3.1455 0.4331 0.9583
C: 2.0005 2.8363 1.1464
H: -4.3559 -2.7400 8.7085
H: 0.1717 2.1964 -1.8750
H: -2.8858 7.8030 2.3306
H: 1.5897 2.6745 4.6099
H: -0.0705 7.9546 -0.0893
H: 2.6472 4.1158 -0.6914
H: -6.0385 -0.6691 7.6932
H: -3.1536 4.9837 0.7318
H: 3.0234 -3.7287 3.6786
H: 1.6851 -3.4798 2.4384
H: -4.9014 1.4057 2.7477
H: 5.7648 -3.8501 -0.8971
H: -0.6769 1.4666 3.0528
H: -4.1750 -6.3997 -4.4964
H: 1.7007 -2.4661 3.9870
H: 5.0756 -5.4093 -1.3554
H: 1.8254 -2.8044 -7.9693
H: 3.7034 -8.5100 0.4520
H: 3.6568 0.8626 -5.1135
H: 2.6037 6.3682 0.7477
H: 1.3699 -1.5314 -6.8555
H: 4.0590 -3.5382 0.8426
H: -6.0942 -0.2727 5.9885
H: 4.0517 0.0943 -7.4687
H: -1.2618 6.7129 -0.7225
H: -4.5999 6.0863 1.0712
H: -0.5632 7.4270 2.1948
H: 3.2031 -6.5769 -1.0668
H: -2.5672 -1.8270 7.2220
H: -2.2471 -4.5096 -7.0938
H: 4.1444 -3.9380 -1.6222
H: 0.8404 0.6148 2.4872
H: -4.5122 1.6288 6.3374
H: 2.1175 0.1840 -8.5648
H: -0.7748 -2.8554 -3.6627
H: 1.3975 5.5781 1.8752
H: 0.2824 4.8856 -0.8149
H: -3.8626 -4.0628 -3.8055
H: -3.7084 -3.3174 -8.7484
H: -3.4664 -6.0729 -6.0799
H: 4.6571 -2.3103 3.6044
H: 3.6228 3.1531 2.9696
H: 4.8790 -7.2203 0.7216
H: 4.9524 -0.8537 -6.3026
H: -4.7068 -4.0431 -7.4856
H: -4.4931 1.3049 8.0669
H: -2.8786 -0.2007 7.7969
H: -2.3439 1.5326 -2.6642
H: 4.0750 0.1956 0.3115
H: 2.7808 -1.6547 0.2851
H: -2.4601 -5.9556 -4.6388
H: 1.7815 0.8559 4.6342
H: 1.6914 -2.1031 -2.7999
H: -3.0681 1.3873 2.5368
H: 1.0722 1.0421 0.1816
H: -3.7864 0.8037 4.1443
H: 4.9191 -5.0342 1.1462
H: -4.8756 5.0950 3.1207
H: 3.0496 -0.7515 -4.6869
H: -5.9980 1.8080 7.2913
H: 0.9119 -0.9132 -9.2442
H: -3.3849 6.0517 3.6931
H: 3.5570 -7.4410 1.8638
H: 0.7365 3.7746 2.8511
H: 1.3410 6.3207 -1.2094
H: 1.4420 -1.0919 1.3978
H: -4.6426 -1.1291 9.3611
H: 3.6684 4.3041 0.8165
H: -4.3736 -2.3146 -7.4409
H: -2.7809 -0.9775 -3.5918
H: -3.0799 -1.9076 9.6236
H: 2.6343 -1.1197 -9.6296
H: -2.8125 7.6747 0.5082
H: -1.9386 -2.7861 -7.1299
H: 0.1887 1.5542 5.2869
H: 1.9075 -6.8777 0.0719
H: 2.1462 0.2648 -5.8067
H: 4.5410 0.9481 2.6824
H: -0.8743 5.6341 1.9616
H: -4.8367 -4.1048 -5.2616



Entry from OMol25: 5 unconnected molecules or ions with the total composition C43H81F3I2NO6S in a non-equilibrium geometry (the ωB97M-V functional and the def2-TZVPD basis).

The total charge is +1. Its LUMO energy is -2.47 eV. For the highest occupied orbital energy, the calculation gives -11.23 eV. The value obtained for the frontier orbital gap is 0.3220 Eh.

Atoms and positions in Å:
I: 3.3027 0.1121 -0.2830
I: -0.2890 3.4470 -1.1435
S: -4.1017 1.5326 -3.4451
F: -2.4289 -0.8452 6.6744
F: -0.4580 0.0825 6.4078
F: -0.6648 -2.0915 6.4065
O: -1.3983 -0.5613 1.6810
O: 6.6955 -1.6214 -0.5927
O: -4.9697 -4.1531 -4.4118
O: 5.0823 4.3538 1.7696
O: 2.8261 -4.3577 -1.9263
O: -3.2634 6.5899 1.9660
N: 0.4981 -1.3476 0.0450
C: -1.4824 -0.8868 4.4994
C: 6.1708 5.2138 3.6822
C: -5.0298 4.8662 2.0279
C: 4.1673 -4.4875 -1.4383
C: -6.3718 -3.8669 -4.4220
C: -3.5929 2.8054 3.8141
C: -4.0053 -2.8349 -1.6366
C: -1.3887 2.4945 2.6022
C: -0.5175 -1.5219 2.2227
C: -0.3041 -1.4631 3.7370
C: -2.1224 0.4478 -1.8091
C: 4.6836 5.5578 3.7639
C: 8.3221 -1.8443 -2.3000
C: -2.9358 6.5605 0.5982
C: -0.3188 1.5274 2.0505
C: 4.7790 -5.6619 -2.1882
C: 8.6111 -0.5727 -1.5060
C: 4.0542 -5.5814 -3.5323
C: 4.2511 5.3839 2.3142
C: -4.4698 -4.1819 -5.7519
C: -2.4815 -3.0218 -1.6397
C: 0.7916 -1.4448 1.5009
C: -4.6297 6.3348 2.2187
C: -6.6996 -3.3997 -5.8341
C: -1.8200 -2.5236 -0.3544
C: 7.2767 -0.3313 -0.8160
C: -2.4311 0.8523 -3.2502
C: 7.4259 -2.6077 -1.3357
C: -0.8510 0.5590 0.9757
C: -0.6229 0.1780 -1.6551
C: -5.6907 -4.1958 -6.6619
C: -0.2975 -2.5513 -0.4721
C: 2.6564 -5.1588 -3.1041
C: -2.7887 1.9371 2.8386
C: 1.4191 2.2887 -0.7450
C: 0.0643 0.1110 -0.2633
C: 0.2618 -3.8396 0.1235
C: -5.1162 2.8165 3.5649
C: 2.6484 3.1384 -0.9037
C: -5.6720 4.2052 3.2536
C: 6.1694 4.0843 2.6610
C: -1.2578 -0.9399 5.9943
C: 1.3609 0.9635 -0.4376
H: -4.8015 6.6410 3.2463
H: -5.7444 4.8143 1.2087
H: 7.0916 4.0287 2.0826
H: -3.7676 6.9046 -0.0149
H: -2.7367 -0.4115 -1.6082
H: 0.0485 -4.6349 -0.5828
H: 2.1376 -4.5687 -3.8603
H: -3.2269 3.8261 3.7252
H: -5.6333 2.4380 4.4442
H: -2.4183 -1.3818 4.2652
H: 8.0142 -3.2099 -0.6363
H: -1.7396 1.0130 0.5605
H: -3.3375 1.9201 1.8942
H: 1.3942 -1.4441 -0.4443
H: -4.1475 4.3192 1.7038
H: -5.2373 6.9853 1.5863
H: 4.1652 4.8416 4.4047
H: 6.6047 4.9162 4.6345
H: -0.0436 -2.6314 -1.5254
H: -7.7359 -3.5879 -6.1066
H: -5.5871 4.8396 4.1343
H: 4.5412 -6.6006 -1.6849
H: 2.0373 -6.0271 -2.8549
H: 3.3635 2.6680 -1.5736
H: 8.9220 0.2687 -2.1219
H: -6.9216 -4.7783 -4.1671
H: 2.4011 4.1208 -1.2809
H: -2.2286 -1.5678 -0.0774
H: 9.2153 -2.4028 -2.5716
H: -1.4746 3.3669 1.9659
H: 7.7784 -1.6035 -3.2160
H: -5.4890 -3.7650 -7.6405
H: -2.0818 7.2128 0.4488
H: -4.7642 0.3773 -3.3871
H: 1.3357 -3.8244 0.2356
H: -0.2140 -4.0993 1.0630
H: 5.8617 -5.5865 -2.2704
H: -0.9937 2.8611 3.5507
H: -3.4229 2.4568 4.8287
H: -2.3370 0.0070 -3.9241
H: 3.2058 5.0857 2.2130
H: -0.3741 -0.7130 -2.2307
H: -2.7758 0.9083 3.1797
H: -1.7892 1.6670 -3.5730
H: 4.0559 -6.5168 -4.0874
H: -2.2089 -4.0553 -1.8320
H: -4.3161 -2.3427 -0.7161
H: 0.0431 0.9416 2.8944
H: 4.4849 6.5584 4.1423
H: -3.8594 -3.2873 -5.9231
H: 6.6020 0.2532 -1.4533
H: -6.0443 -5.2182 -6.8056
H: 7.3805 0.1818 0.1406
H: -1.5560 0.1705 4.2720
H: -2.0584 -2.4413 -2.4625
H: -4.3263 -2.2126 -2.4632
H: 6.7203 -3.2627 -1.8447
H: -0.9661 -2.4877 2.0069
H: -6.5096 -2.3290 -5.9355
H: 4.4051 6.3036 1.7408
H: -2.4499 1.2754 -1.1869
H: -4.5129 -3.7892 -1.6867
H: 9.3905 -0.7599 -0.7656
H: 0.5250 2.1334 1.7480
H: -6.5832 -3.1139 -3.6607
H: -0.0799 -2.4732 4.0679
H: -3.8358 -5.0606 -5.8720
H: -2.1063 -3.2045 0.4472
H: 6.7346 6.0676 3.3024
H: 4.6992 -3.5556 -1.6471
H: 6.0019 3.1143 3.1421
H: 4.5073 -4.8114 -4.1598
H: 3.1433 3.2724 0.0596
H: 4.1443 -4.6356 -0.3573
H: 1.3149 -0.5412 1.7972
H: -6.7407 4.1045 3.0705
H: -5.3822 2.1473 2.7472
H: -0.1327 0.9559 -2.2335
H: 1.4541 -2.2739 1.7080
H: 0.5768 -0.8602 3.9646
H: -2.6561 5.5538 0.2844



no.,energy (eV)
1,-80060.5634
2,-77754.7309
3,-94860.3711